No. 1
Entry from the OMol25 dataset: a molecular structure, C12H17FINO9PS (ωB97M-V/def2-TZVPD).

```
43
Properties=species:S:1:pos:R:3:forces:R:3
O 4.313190 4.935605 1.994658 -0.17 0.01 -0.13
S 4.043817 3.787621 1.173475 0.29 0.22 0.80
O 5.147979 3.304419 0.389030 -0.05 -0.05 0.00
F 2.976968 4.350664 0.128634 -0.08 0.02 -0.18
C 3.184229 2.557891 1.984372 0.14 -0.67 -1.32
C 1.748574 2.395753 1.573960 0.01 0.47 0.64
C 0.748807 2.651763 2.514036 0.01 0.08 0.16
C -0.575965 2.449013 2.181951 -0.04 -0.03 0.16
C -0.872172 1.995458 0.911689 -0.30 -0.04 -0.19
C 0.173301 1.788377 0.027576 -0.08 -0.08 -0.05
N 1.449178 1.979930 0.337933 0.05 -0.11 -0.10
P 4.067843 1.016553 1.826577 -0.31 0.30 -0.36
O 2.795048 -0.000444 2.121214 0.04 -0.16 -0.10
I 5.245353 0.765798 4.069337 0.22 -0.08 0.50
H 1.035769 3.003951 3.497654 0.03 -0.05 -0.10
H -1.365795 2.623671 2.904988 0.05 0.03 -0.01
H -1.893809 1.803583 0.601400 0.06 0.02 -0.01
H -0.044515 1.431780 -0.978278 0.11 0.05 0.05
H 2.868298 -0.749398 1.514797 -0.04 0.03 0.21
C -4.916116 -0.649498 -1.991103 -0.07 -0.06 0.05
O -5.041925 0.528148 -2.793043 -0.01 0.00 -0.02
C -3.875286 1.091582 -3.114638 0.00 0.06 0.03
O -2.789227 0.689108 -2.793349 0.02 -0.07 0.01
O -4.118877 2.176574 -3.847055 -0.02 -0.01 -0.01
C -2.938327 2.886655 -4.243872 0.02 0.10 -0.05
H -5.929987 -0.993004 -1.808964 -0.02 0.04 -0.02
H -4.352675 -1.415509 -2.520714 0.05 0.02 0.01
H -4.424766 -0.420556 -1.047427 0.05 0.00 -0.02
H -2.298322 2.252939 -4.854146 0.02 -0.03 0.04
H -2.387598 3.231796 -3.371447 0.02 -0.05 0.01
H -3.286390 3.735147 -4.824791 -0.05 -0.01 0.01
C 2.250269 -5.607928 2.318102 0.05 -0.07 0.07
O 1.255239 -5.764930 1.299010 -0.01 0.00 -0.02
C 0.934635 -4.625892 0.683225 -0.05 -0.01 -0.02
O 1.400385 -3.544545 0.918526 0.08 0.07 0.02
O 0.005584 -4.887532 -0.238174 0.00 -0.01 0.00
C -0.420646 -3.730076 -0.969031 -0.08 0.01 -0.08
H 2.410560 -6.600177 2.729162 -0.03 -0.02 -0.03
H 3.176142 -5.225127 1.894076 -0.02 0.05 0.00
H 1.899545 -4.932740 3.095704 0.01 0.05 -0.03
H 0.415186 -3.284208 -1.503690 0.02 0.03 0.04
H -0.858262 -2.992397 -0.299589 0.05 0.02 0.02
H -1.166701 -4.084809 -1.674066 0.01 -0.04 0.02
```
Forces are in eV/Å.

Properties
total charge: -1
HOMO-LUMO gap: 6.001 eV
largest force on an atom: 0.0290 hartree/bohr


No. 2
Entry from the OMol25 dataset: a molecular structure, C20H30IrNO3PS (ωB97M-V/def2-TZVPD).

```
57
Properties=species:S:1:pos:R:3:forces:R:3
C 0.915253 3.107189 -3.761755 0.43 0.09 0.13
C -0.373766 2.802281 -3.345483 -0.72 -0.40 0.23
C -0.623567 1.757470 -2.453163 -0.25 1.12 -0.42
C 0.460473 1.084909 -1.854718 -0.08 -0.98 -0.25
C 1.753187 1.330271 -2.363600 0.94 0.70 -0.69
C 1.982758 2.357576 -3.271828 0.15 -0.18 0.11
C -2.055332 1.474769 -2.112915 -0.49 0.07 0.02
C -2.454868 0.031329 -1.814204 -0.27 -0.02 0.29
N -1.652725 -1.016262 -2.567553 -1.63 -0.43 -2.36
Ir 0.261915 -0.150466 -0.308734 -1.61 2.42 1.82
C 2.895022 0.486970 -1.901242 0.25 -0.57 0.32
P 2.164882 -0.941498 -0.992226 3.24 0.29 -1.02
H -1.223776 3.369973 -3.728864 0.27 -0.14 0.01
H 3.004214 2.556980 -3.597564 -0.30 0.00 0.01
H 1.091472 3.916238 -4.468355 -0.06 -0.19 0.13
H 3.575631 1.016221 -1.216904 -0.25 -0.01 -0.17
H 3.498654 0.107355 -2.738147 -0.07 0.22 0.17
H -2.346221 2.055036 -1.223791 0.03 -0.09 -0.19
H -2.689135 1.828598 -2.939127 0.24 0.05 0.25
H -2.442778 -0.210105 -0.751714 0.13 -0.08 -0.28
C 3.361046 -1.422368 0.263770 -0.04 -0.42 0.44
C 2.197473 -2.269944 -2.230394 -0.37 -0.34 -0.06
H -3.500523 -0.096736 -2.129502 0.39 -0.02 0.18
C -2.634644 -1.653576 -3.537805 -0.57 -0.38 -0.35
C -1.107478 -2.178078 -1.836244 0.26 -0.41 0.09
H 1.373000 0.342287 0.961539 0.15 -0.15 -0.16
H -3.402746 -2.173877 -2.955058 0.16 0.12 -0.24
H -3.091973 -0.871676 -4.152616 0.13 -0.16 0.16
H -2.097760 -2.364120 -4.175182 -0.15 0.17 0.13
H -0.705165 -2.869043 -2.582855 -0.10 0.05 0.26
H -0.299928 -1.926824 -1.116141 -0.57 -0.44 -0.53
H -1.933291 -2.636268 -1.283929 0.22 0.07 -0.02
H 3.202710 -2.710045 -2.251217 -0.21 0.16 -0.02
H 1.476358 -3.048597 -1.958632 0.33 -0.01 -0.11
H 1.955269 -1.880416 -3.226992 0.00 -0.05 0.22
H 4.272656 -0.818898 0.175448 -0.19 -0.19 -0.01
H 2.907215 -1.259369 1.247091 0.29 -0.10 -0.17
H 3.597676 -2.486167 0.146328 0.09 0.23 0.12
H -1.045497 -0.611552 -3.310109 0.47 0.15 1.54
C 0.378090 0.973969 7.257179 0.03 -0.07 0.14
C -0.110753 0.660590 5.873481 0.34 1.81 0.59
C -0.335287 -0.670102 5.503673 0.10 -0.53 0.58
C -0.797145 -0.989431 4.229392 -0.52 -0.42 -0.92
C -1.031020 0.044716 3.320740 -0.91 -2.04 -2.75
C -0.813808 1.379631 3.663005 -0.09 1.67 -1.01
C -0.348531 1.677992 4.942150 0.64 -0.48 1.85
S -1.593679 -0.357423 1.698313 0.17 -0.13 3.82
O -0.677544 -1.449273 1.199216 -0.41 -0.52 -0.57
O -2.996184 -0.663203 1.668002 0.60 -0.10 -0.82
O -1.169704 0.822503 0.837014 -0.21 0.66 -0.65
H -0.320276 0.601595 8.016040 0.10 0.12 -0.07
H 1.347113 0.499206 7.451541 -0.10 0.11 0.01
H 0.490079 2.052318 7.391669 0.01 -0.17 0.06
H -0.146067 -1.465770 6.225611 -0.05 0.16 -0.21
H -0.977335 -2.020660 3.933575 0.09 0.14 0.17
H -0.995598 2.158405 2.926542 0.04 -0.06 0.30
H -0.168026 2.715364 5.227237 -0.07 -0.27 -0.09
```
Forces are in eV/Å.

Properties
total charge: +2
HOMO-LUMO gap (spin up / spin down): 3.523 / 4.894 eV
largest force on an atom: 0.0744 hartree/bohr
spin multiplicity: 6


No. 3
Entry from the OMol25 dataset: 2 unconnected molecules or ions with the total composition C16H20N2O2 (ωB97M-V/def2-TZVPD).

```
40
Properties=species:S:1:pos:R:3:forces:R:3
C 2.464652 1.957743 0.340193 0.23 -0.91 0.55
C 2.208280 1.295056 1.525239 -1.28 -2.85 -3.74
C 0.813420 0.741068 1.703444 0.38 0.00 -0.62
C 0.605198 -0.576434 2.151920 -0.43 0.03 0.05
C 1.736415 -1.415522 2.680001 0.10 -0.31 0.17
C -0.677751 -1.134425 2.076392 0.11 0.29 -0.22
C -1.762714 -0.428778 1.533455 0.55 0.09 0.26
C -3.087356 -1.099753 1.320328 -0.30 -0.14 0.02
C -1.555324 0.899152 1.171586 0.10 -0.29 -0.03
C -0.288071 1.485747 1.237914 -0.09 -0.13 0.12
C -0.174653 2.912896 0.780074 -0.42 0.60 -0.27
H 3.342142 2.580501 0.266274 0.47 -0.66 -0.54
H 1.880647 1.726161 -0.553771 -0.38 0.94 0.58
H 3.004340 0.646691 1.907764 -0.48 0.60 0.56
H 1.338009 -2.403128 2.938543 0.22 0.12 -0.01
H 2.543327 -1.560502 1.943988 -0.29 0.08 0.17
H 2.179997 -0.976541 3.585492 -0.11 -0.08 -0.28
H -0.825504 -2.163216 2.407633 0.05 0.18 -0.09
H -3.857565 -0.390616 0.997746 0.17 -0.08 0.08
H -3.006259 -1.869108 0.542601 0.00 0.11 0.12
H -3.445294 -1.598098 2.228924 0.08 0.08 -0.12
H -2.397283 1.475754 0.780087 0.26 -0.08 0.11
H -1.168918 3.383291 0.816085 0.22 -0.10 0.07
H 0.496482 3.498522 1.417566 -0.01 -0.08 -0.16
H 0.181809 3.005292 -0.255632 -0.15 0.01 0.45
C 2.700409 6.129479 2.936184 -0.31 0.39 -0.13
N 2.518342 4.756834 3.383099 -0.13 0.19 -0.58
C 1.564873 4.423505 4.308155 -0.43 -0.79 0.07
C 1.361567 3.125482 4.664834 -0.90 1.33 0.83
C 2.280982 2.126434 4.224849 1.25 -1.32 -0.42
O 2.601102 1.067840 4.761013 -0.70 1.07 -0.41
N 2.915636 2.445707 2.983368 1.61 3.30 2.86
C 3.138610 3.804508 2.609482 1.04 -0.16 -0.43
O 3.872448 4.112758 1.671974 -0.91 -0.49 1.34
H 2.315574 6.782160 3.720018 0.14 0.04 -0.11
H 3.749276 6.344905 2.722843 -0.18 -0.15 0.22
H 2.138175 6.301762 2.011098 0.08 0.00 0.14
H 0.982741 5.272681 4.701045 0.36 -0.65 -0.13
H 0.611757 2.882939 5.416531 0.34 0.00 -0.20
H 3.819731 1.985680 2.939496 -0.28 -0.18 -0.29
```
Forces are in eV/Å.

Properties
energy above the lowest of the compared OMol25 structures with the same formula, charge and spin: 459.8 kJ/mol
HOMO-LUMO gap: 6.995 eV
largest force on an atom: 0.0948 hartree/bohr
structure (SMILES): C=Cc1c(C)cc(C)cc1C.Cn1ccc(=O)[nH]c1=O


No. 4
Entry from the OMol25 dataset: a molecular structure, C15H24O10 (ωB97M-V/def2-TZVPD).

```
49
Properties=species:S:1:pos:R:3:forces:R:3
C -0.321128 -3.959752 -2.772280 -0.85 -0.59 -0.90
C -1.154008 -2.686592 -2.680290 0.84 -0.36 -3.26
C -2.657278 -2.708802 -3.215480 1.94 0.41 0.86
O -3.339718 -1.930082 -2.171600 1.81 -0.46 1.52
C -2.434068 -1.718412 -1.088900 -3.69 0.93 0.11
O -2.734438 -1.135142 0.020060 -6.32 -2.25 -11.18
O -1.252398 -2.280002 -1.407910 -1.54 1.79 4.96
H -0.431228 -4.228412 -3.822900 -0.30 -0.66 -0.07
H -0.712158 -4.729092 -2.106450 -0.26 -0.15 -0.24
H 0.762722 -4.017942 -2.672330 0.00 1.17 0.53
H -0.640148 -1.859452 -3.170070 0.11 -0.82 -0.43
H -2.956708 -3.750332 -3.332340 -0.74 0.18 0.44
H -2.720888 -2.166742 -4.159000 -0.22 -0.10 0.23
C 1.932122 0.548848 4.531820 0.35 0.45 0.03
C 2.940072 1.693268 4.540390 -1.96 -0.10 0.70
C 4.374712 1.258138 4.436370 -0.56 -0.50 -0.08
O 4.886062 2.254748 3.649980 1.34 1.84 -1.82
C 3.898052 2.841538 2.875360 3.15 0.92 0.08
O 4.162372 3.624478 2.019460 -0.43 -0.24 -0.20
O 2.750422 2.472168 3.318250 -2.01 -0.98 0.87
H 1.871872 0.077798 5.512930 0.33 -0.29 -0.16
H 2.261092 -0.088662 3.711170 0.08 -0.53 0.70
H 0.915322 0.829418 4.257050 0.34 0.45 0.50
H 2.753232 2.387408 5.359760 0.10 0.04 0.08
H 4.371452 0.344798 3.841490 0.41 -0.55 0.41
H 4.990212 1.231758 5.335560 -0.47 -0.41 0.12
C -1.525388 2.589028 -1.575220 1.80 1.23 -0.28
C -1.015468 1.972638 -2.904690 -2.25 -0.14 1.15
C -0.733428 0.488258 -2.750530 3.29 0.53 1.07
O -1.511318 -0.228682 -3.629590 -3.58 1.02 -1.83
C -2.531438 0.630108 -4.036790 -0.88 1.48 -2.67
O -3.523368 0.442518 -4.746080 2.96 -0.74 2.49
O -2.141278 1.907118 -3.742620 -1.99 -0.97 -1.30
H -1.792578 3.637078 -1.710530 0.09 0.09 -0.32
H -0.622618 2.571968 -0.964630 -0.29 0.23 0.49
H -2.356278 2.174178 -1.004580 0.16 -0.85 -0.60
H -0.318098 2.606478 -3.452430 0.44 -0.16 0.52
H -0.823708 0.216188 -1.698900 -0.81 -0.33 -1.08
H 0.307582 0.263808 -2.982950 0.23 0.00 -0.17
C -1.194378 -1.063952 1.286980 4.36 -0.96 3.34
C -0.275608 -0.008762 0.895890 0.43 2.54 -1.81
O -0.326728 0.482988 -0.260450 0.84 -1.08 3.85
C 0.681032 0.610788 1.872540 -0.94 -0.48 -0.09
H -0.725658 -1.802122 1.937760 0.35 0.23 0.57
H -1.567368 -1.483882 0.352840 3.59 -0.52 3.50
H -2.042588 -0.612302 1.801430 0.18 -0.15 0.24
H 0.986872 -0.208602 2.523040 0.75 0.21 -0.74
H 0.153992 1.226978 2.600990 -0.56 0.21 -0.37
H 1.382272 1.283248 1.378410 0.41 -0.57 0.20
```
Forces are in eV/Å.

Properties
energy above the lowest of the compared OMol25 structures with the same formula, charge and spin: 392.7 kJ/mol
HOMO-LUMO gap: 8.986 eV
largest force on an atom: 0.2536 hartree/bohr